Entry from OMol25: a molecular structure, C39H30BLuN13O4S at a distorted geometry (ωB97M-V/def2-TZVPD).

## Properties
Gap between HOMO and LUMO (alpha / beta) (eV): 6.222 / 3.487
Spin multiplicity: 2
E_LUMO (alpha / beta) (Eh): -0.231 / -0.332
Energy relative to the best compared isomer or geometry (same formula, charge and spin) (eV): 0.000
Molecular weight (g/mol): 962.602
Total charge: +2

Geometry as XYZ:
```
89
Properties=species:S:1:pos:R:3:lowdin_charge:R:1
Lu 18.588 11.159 9.642 1.69
C 14.986 9.862 11.764 0.00
C 16.391 9.874 11.607 -0.13
N 16.808 10.824 10.775 -0.12
N 15.682 11.699 10.642 0.05
C 14.613 11.058 11.131 -0.03
B 15.885 13.243 10.441 -0.64
N 17.122 13.775 11.222 0.05
C 17.329 15.141 11.371 -0.05
C 18.676 15.428 11.441 -0.03
C 19.294 14.150 11.344 -0.15
N 18.421 13.208 11.035 -0.06
N 16.202 13.433 8.910 0.04
C 15.611 14.139 7.898 -0.04
C 16.397 14.044 6.751 -0.02
C 17.343 13.028 7.075 -0.17
N 17.280 12.709 8.344 -0.07
N 14.629 14.080 10.813 -0.02
C 14.179 14.485 12.045 -0.09
C 12.794 14.680 11.994 -0.05
C 12.477 14.467 10.642 -0.15
N 13.533 14.058 9.942 0.06
H 14.432 9.057 12.221 0.11
H 17.055 9.108 12.016 0.12
H 13.594 11.490 11.078 0.15
H 16.484 15.835 11.425 0.13
H 19.179 16.382 11.681 0.11
H 20.355 13.831 11.363 0.11
H 14.695 14.701 8.005 0.11
H 16.355 14.711 5.884 0.11
H 18.038 12.492 6.434 0.10
H 14.802 14.539 12.932 0.12
H 12.152 15.001 12.825 0.11
H 11.522 14.436 10.123 0.11
C 32.256 12.290 12.168 0.00
O 31.537 13.198 11.260 -0.04
C 30.198 13.155 11.207 -0.24
C 29.410 13.162 12.379 0.04
C 28.081 12.892 12.211 0.02
C 27.526 12.534 10.953 -0.12
C 28.315 12.660 9.805 0.02
C 29.630 13.038 9.935 0.05
C 26.117 12.325 10.832 -0.24
N 25.488 12.290 9.671 0.22
C 24.173 12.148 9.951 -0.13
C 23.961 11.753 11.326 -0.02
N 25.257 11.990 11.854 0.20
C 22.739 11.412 11.928 -0.08
C 22.546 11.181 13.282 0.04
C 21.270 10.748 13.634 -0.04
C 20.238 10.820 12.772 -0.07
N 20.380 11.084 11.424 0.04
C 21.621 11.467 10.998 -0.12
C 21.805 11.817 9.586 -0.09
N 20.645 11.970 8.817 0.01
C 20.774 12.445 7.574 -0.07
C 22.024 12.683 6.985 0.02
C 23.211 12.572 7.730 0.06
C 23.075 12.218 9.069 -0.09
H 32.924 11.579 11.560 0.13
H 31.568 11.624 12.737 0.10
H 32.855 12.929 12.851 0.11
H 29.735 13.350 13.362 0.13
H 27.357 12.965 13.065 0.14
H 27.851 12.486 8.834 0.13
H 30.254 13.174 9.006 0.17
H 25.545 12.041 12.813 0.15
H 23.343 11.393 14.003 0.14
H 21.118 10.473 14.728 0.15
H 19.227 10.589 13.201 0.15
H 19.851 12.708 7.037 0.10
H 22.037 12.972 5.951 0.12
H 24.193 12.630 7.253 0.14
O 15.834 8.547 7.135 -0.26
S 17.231 8.764 6.876 0.66
O 17.684 9.491 5.701 -0.30
N 17.970 9.435 8.164 -0.18
C 19.013 8.726 8.649 -0.47
O 19.526 9.064 9.777 -0.14
C 19.241 7.446 7.864 -0.12
C 20.145 6.412 8.013 -0.03
C 19.947 5.222 7.349 -0.05
C 18.803 4.978 6.525 -0.01
C 17.939 6.059 6.350 -0.04
C 18.186 7.251 6.956 -0.21
H 20.942 6.533 8.765 0.13
H 20.597 4.309 7.493 0.13
H 18.684 4.019 6.036 0.12
H 17.013 5.968 5.788 0.13
```

=====

Entry from OMol25: a molecular structure, C41H68As3N4NaO2S2 (ωB97M-V/def2-TZVPD).

## Properties
Gap between HOMO and LUMO (alpha / beta) (eV): 3.646 / 3.459
E_LUMO (alpha / beta) (Eh): 0.134 / 0.134
Energy relative to the best compared isomer or geometry (same formula, charge and spin) (eV): 1.491
Molecular weight (g/mol): 960.911
Total charge: -2

Geometry as XYZ:
```
121
Properties=species:S:1:pos:R:3:lowdin_charge:R:1
Na -0.947 -0.211 -0.495 0.15
C -6.362 2.559 -3.740 -0.09
C -6.707 1.429 -2.772 -0.25
N -5.834 1.382 -1.611 -0.16
C -6.179 2.275 -0.522 -0.30
C -6.843 1.557 0.650 -0.10
C -4.551 0.825 -1.744 -0.72
S -3.507 0.889 -0.356 0.67
N -4.339 0.233 -2.885 0.08
C -3.195 -0.268 -3.395 -0.43
O -1.991 0.093 -2.890 -0.63
C -3.303 -1.191 -4.489 -0.18
C -4.502 -1.307 -5.232 -0.05
C -4.619 -2.213 -6.270 -0.14
C -3.562 -3.058 -6.609 -0.15
C -2.379 -2.972 -5.870 -0.12
C -2.244 -2.064 -4.838 -0.08
H -7.041 2.560 -4.599 0.06
H -5.342 2.419 -4.100 0.07
H -6.428 3.533 -3.247 0.06
H -6.630 0.478 -3.292 0.09
H -7.734 1.538 -2.409 0.10
H -6.861 3.035 -0.918 0.10
H -5.280 2.780 -0.171 0.07
H -7.728 1.009 0.313 0.06
H -7.144 2.269 1.426 0.06
H -6.133 0.848 1.077 0.05
H -5.327 -0.655 -4.975 0.08
H -5.550 -2.266 -6.826 0.08
H -3.657 -3.765 -7.425 0.07
H -1.551 -3.631 -6.106 0.09
H -1.321 -2.011 -4.279 0.07
C 0.873 2.910 3.201 -0.33
As 0.964 2.533 1.267 1.12
C 0.076 4.182 0.677 -0.32
C 2.850 3.165 1.179 -0.38
C 3.551 3.487 -0.147 -0.66
C 3.008 4.788 -0.744 -0.08
C 3.429 2.338 -1.163 -0.37
As 1.680 1.799 -2.051 1.06
C 2.712 0.651 -3.271 -0.36
C 1.556 3.306 -3.315 -0.36
C 5.074 3.633 0.113 -0.40
As 6.019 4.965 1.232 1.10
C 4.857 5.403 2.754 -0.37
C 5.717 6.629 0.226 -0.37
H 1.272 3.900 3.431 0.01
H 1.453 2.157 3.737 0.01
H -0.166 2.852 3.523 0.00
H 0.655 5.071 0.935 0.02
H -0.895 4.212 1.163 0.01
H -0.082 4.142 -0.401 0.01
H 3.414 2.380 1.695 0.07
H 2.880 4.047 1.815 0.03
H 1.969 4.676 -1.049 0.04
H 3.587 5.076 -1.627 0.08
H 3.060 5.602 -0.018 0.06
H 3.766 1.413 -0.680 0.07
H 4.123 2.531 -1.989 0.06
H 3.438 1.253 -3.821 0.02
H 2.018 0.175 -3.964 -0.03
H 3.240 -0.116 -2.702 0.01
H 2.533 3.770 -3.467 0.01
H 0.842 4.051 -2.966 0.01
H 1.178 2.904 -4.253 -0.01
H 5.576 3.781 -0.850 0.06
H 5.449 2.676 0.487 0.06
H 4.623 4.505 3.324 0.01
H 3.928 5.881 2.443 0.01
H 5.409 6.089 3.398 0.00
H 5.972 6.476 -0.823 0.01
H 6.374 7.399 0.630 0.00
H 4.686 6.974 0.291 0.00
C -1.486 -4.979 5.207 -0.05
C -1.062 -3.523 5.444 -0.56
C 0.359 -3.500 6.023 -0.06
C -2.002 -2.905 6.483 -0.08
C -1.116 -2.770 4.112 -0.20
C -2.165 -1.875 3.799 -0.05
C -2.134 -1.244 2.561 -0.18
N -1.193 -1.396 1.639 0.07
C -0.197 -2.316 1.894 -0.22
C -0.164 -2.988 3.149 0.01
C 0.748 -2.565 0.852 -0.22
C 1.681 -3.644 0.888 0.02
C 2.509 -3.908 -0.171 -0.20
C 2.413 -3.064 -1.307 -0.06
C 1.493 -2.031 -1.277 -0.15
N 0.691 -1.752 -0.251 0.04
C 3.480 -5.087 -0.188 -0.57
C 4.906 -4.575 -0.425 -0.06
C 3.090 -6.041 -1.328 -0.06
C 3.464 -5.876 1.120 -0.08
H -1.504 -5.538 6.149 0.08
H -0.795 -5.473 4.521 0.08
H -2.483 -5.016 4.761 0.09
H 0.376 -4.000 6.997 0.07
H 0.702 -2.472 6.153 0.09
H 1.068 -4.011 5.372 0.07
H -1.845 -3.383 7.454 0.07
H -3.050 -3.042 6.207 0.08
H -1.817 -1.834 6.591 0.09
H -2.978 -1.666 4.479 0.08
H -2.953 -0.578 2.288 0.08
H 0.642 -3.685 3.340 0.09
H 1.698 -4.281 1.762 0.08
H 3.016 -3.217 -2.193 0.09
H 1.385 -1.382 -2.144 0.08
H 4.973 -4.008 -1.354 0.07
H 5.608 -5.413 -0.481 0.08
H 5.215 -3.917 0.391 0.09
H 3.117 -5.534 -2.293 0.07
H 2.075 -6.415 -1.178 0.09
H 3.777 -6.894 -1.365 0.08
H 3.766 -5.251 1.963 0.08
H 4.161 -6.716 1.050 0.08
H 2.470 -6.277 1.328 0.08
O -2.263 2.202 2.323 -0.13
H -2.856 2.121 1.552 -0.07
H -1.966 1.295 2.471 -0.01
S -0.737 0.660 -3.995 0.41
```

=====

Entry from OMol25: C2H6N4S2 in the gas phase at a distorted geometry (ωB97M-V/def2-TZVPD).

## Properties
Gap between HOMO and LUMO (eV): 9.308
E_LUMO (Eh): 0.024
Energy relative to the best compared isomer or geometry (same formula, charge and spin) (eV): 1.688
Molecular weight (g/mol): 150.232
SMILES: [H]/N=C(/NS)N/C=N\S

Geometry as XYZ:
```
14
Properties=species:S:1:pos:R:3:lowdin_charge:R:1
C -1.122 1.057 0.081 -0.57
C 0.739 -0.327 0.615 -0.35
H -2.104 -2.166 0.439 -0.18
H -2.873 0.540 0.880 0.07
H -0.888 2.842 -0.488 0.04
H 0.784 1.291 -0.637 0.12
H 0.098 -0.843 1.357 0.12
H 4.070 -1.029 -0.083 -0.14
N -2.029 0.095 0.551 -0.38
N -1.558 2.247 -0.028 0.14
N 0.165 0.559 -0.271 0.07
N 1.963 -0.721 0.634 -0.40
S -2.354 -1.253 -0.434 0.79
S 3.194 -0.014 -0.307 0.67
```

=====

Entry from OMol25: 4 unconnected molecules or ions with the total composition C21H41BBrClF3N8O5Si at a distorted geometry (ωB97M-V/def2-TZVPD).

## Properties
Gap between HOMO and LUMO (eV): 7.514
E_LUMO (Eh): 0.073
Energy relative to the best compared isomer or geometry (same formula, charge and spin) (eV): 0.000
Molecular weight (g/mol): 696.859
Total charge: -1

Geometry as XYZ:
```
82
Properties=species:S:1:pos:R:3:lowdin_charge:R:1
C -1.534 -1.822 -2.961 -0.12
C -0.855 -1.445 -1.620 -0.29
C 0.375 -2.312 -1.345 -0.50
Br -0.332 -4.151 -1.033 0.74
C 1.241 -1.925 -0.097 -0.46
C 2.704 -2.251 -0.556 -0.25
N 2.897 -3.703 -0.708 0.00
O 0.927 -2.605 1.044 0.00
B 1.592 -1.968 2.220 -0.91
F 0.614 -1.775 3.225 0.10
C 2.934 -2.743 2.740 -0.13
N 2.629 -3.503 3.999 -0.03
O 1.933 -0.630 1.636 -0.04
C 1.320 -0.403 0.405 -0.55
Cl 2.533 0.714 -0.378 0.78
C -0.001 0.380 0.791 -0.46
F 0.264 1.050 1.962 0.06
F -1.020 -0.460 1.100 0.09
C -0.439 1.501 -0.201 -0.17
C 0.010 2.911 0.241 -0.23
Si -0.140 4.206 -1.130 0.61
C 0.970 5.697 -0.826 -0.17
C -1.920 4.883 -1.146 -0.17
C 0.100 3.449 -2.855 -0.24
C -0.861 3.560 -3.846 -0.11
C -0.683 2.965 -5.069 -0.11
C 0.436 2.236 -5.350 -0.10
C 1.419 2.134 -4.387 -0.09
C 1.235 2.728 -3.169 -0.12
H -0.939 -1.441 -3.795 0.07
H -1.757 -2.885 -3.027 0.03
H -2.502 -1.306 -2.972 0.06
H -0.520 -0.414 -1.751 0.09
H -1.610 -1.577 -0.848 0.10
H 0.960 -2.395 -2.258 0.09
H 3.448 -1.858 0.142 0.10
H 2.881 -1.797 -1.537 0.09
H 2.437 -4.187 0.058 0.04
H 3.886 -3.899 -0.606 0.06
H 3.287 -3.480 2.011 0.08
H 3.754 -2.035 2.904 0.10
H 1.795 -4.044 3.808 0.06
H 2.438 -2.822 4.723 0.06
H -0.011 1.320 -1.186 0.06
H -1.532 1.496 -0.226 0.10
H 1.050 2.924 0.579 0.06
H -0.611 3.255 1.076 0.08
H 0.551 6.247 0.026 0.03
H 1.987 5.405 -0.551 0.03
H 0.957 6.405 -1.658 0.03
H -2.613 4.106 -1.465 -0.01
H -2.185 5.328 -0.185 0.04
H -1.936 5.692 -1.889 0.03
H -1.771 4.113 -3.642 0.09
H -1.486 3.089 -5.791 0.10
H 0.573 1.738 -6.304 0.10
H 2.322 1.561 -4.562 0.11
H 2.025 2.608 -2.433 0.07
C -3.573 2.283 2.320 -0.69
O -3.113 3.361 2.668 0.01
N -2.808 1.183 2.099 0.18
N -4.918 2.096 2.110 0.14
H -3.173 0.296 1.805 0.11
H -1.819 1.277 2.248 0.08
H -5.519 2.885 2.253 0.10
H -5.319 1.220 1.823 0.09
C 4.444 -6.974 6.023 -0.70
O 4.220 -8.101 6.443 0.00
N 3.655 -6.345 5.115 0.15
N 5.527 -6.243 6.442 0.14
H 3.827 -5.413 4.764 0.06
H 2.851 -6.845 4.785 0.10
H 6.136 -6.671 7.113 0.09
H 5.730 -5.319 6.113 0.09
C -5.062 0.795 -1.617 -0.69
O -5.393 -0.117 -0.875 0.01
N -4.383 1.886 -1.169 0.17
N -5.348 0.792 -2.955 0.15
H -4.101 2.650 -1.752 0.07
H -4.161 1.908 -0.188 0.06
H -5.847 0.000 -3.315 0.10
H -5.085 1.528 -3.581 0.09
```

=====

Entry from OMol25: 12 unconnected molecules or ions with the total composition C45H47F8N3O33S at a distorted geometry (ωB97M-V/def2-TZVPD).

## Properties
Gap between HOMO and LUMO (eV): 8.986
E_LUMO (Eh): -0.015
Molecular weight (g/mol): 1341.910
SMILES: O=[N+]([O-])c1ccccc1.O=[N+]([O-])c1ccccc1.O=[N+]([O-])c1ccccc1.O=C1OC[C@@H](F)O1.O=C1OC[C@@H](F)O1.O=C1OC[C@@H](F)O1.O=C1OC[C@@H](F)O1.O=C1OC[C@@H](F)O1.O=C1OC[C@@H](F)O1.O=C1OC[C@@H](F)O1.O=C1OC[C@@H](F)O1.CCOS(C)(=O)=O

Geometry as XYZ:
```
137
Properties=species:S:1:pos:R:3:lowdin_charge:R:1
C -14.666 2.870 7.903 -0.06
C -14.330 4.091 8.483 -0.08
C -14.734 4.388 9.771 -0.02
C -15.442 3.432 10.495 -0.14
C -15.677 2.190 9.961 -0.01
C -15.326 1.906 8.648 -0.07
N -15.928 3.801 11.840 -0.34
O -16.131 2.907 12.641 0.08
O -16.231 4.976 11.982 0.08
H -14.345 2.630 6.899 0.11
H -13.849 4.888 7.933 0.11
H -14.587 5.366 10.205 0.12
H -16.243 1.449 10.514 0.10
H -15.599 0.975 8.175 0.10
C -11.426 1.990 9.685 -0.06
C -10.852 3.169 10.183 -0.07
C -9.590 3.127 10.730 -0.02
C -8.840 1.965 10.686 -0.17
C -9.387 0.814 10.166 -0.01
C -10.674 0.827 9.655 -0.06
N -7.458 1.915 11.156 -0.36
O -6.909 2.944 11.458 0.08
O -6.980 0.823 11.347 0.08
H -12.469 1.991 9.400 0.08
H -11.511 4.024 10.114 0.10
H -9.157 4.005 11.192 0.12
H -8.883 -0.141 10.203 0.12
H -11.147 -0.070 9.281 0.10
C -16.939 -2.619 12.967 -0.07
C -16.801 -3.390 11.820 -0.06
C -16.010 -2.916 10.773 0.01
C -15.280 -1.747 10.908 -0.15
C -15.384 -1.018 12.077 0.00
C -16.276 -1.399 13.047 -0.06
N -14.512 -1.249 9.776 -0.32
O -14.664 -1.813 8.718 0.09
O -13.898 -0.213 9.912 0.07
H -17.631 -2.956 13.728 0.09
H -17.273 -4.359 11.729 0.10
H -16.074 -3.425 9.820 0.12
H -14.877 -0.066 12.194 0.12
H -16.355 -0.868 13.984 0.10
O -19.284 1.310 5.476 -0.27
S -18.088 0.694 5.009 0.60
O -16.791 1.240 5.288 -0.29
O -18.162 -0.855 5.423 -0.26
C -16.966 -1.579 5.682 -0.28
C -17.329 -2.897 6.307 -0.06
C -18.226 0.525 3.186 -0.08
H -16.219 -1.029 6.253 0.10
H -16.395 -1.761 4.758 0.12
H -16.444 -3.541 6.293 0.08
H -18.128 -3.415 5.778 0.08
H -17.595 -2.857 7.363 0.07
H -17.275 0.865 2.787 0.06
H -19.086 1.093 2.863 0.06
H -18.222 -0.558 3.093 0.06
C -19.908 -1.368 11.739 -0.07
C -19.560 0.072 12.151 -0.24
O -18.878 0.566 11.015 0.13
C -18.794 -0.386 10.046 -0.55
O -18.306 -0.250 8.981 0.19
O -19.300 -1.548 10.477 0.08
F -18.674 -0.006 13.211 0.05
H -20.956 -1.669 11.663 0.13
H -19.541 -2.102 12.456 0.11
H -20.409 0.702 12.400 0.17
C -15.900 -8.477 10.966 -0.06
C -15.480 -7.415 9.935 -0.28
O -14.101 -7.267 10.221 0.12
C -13.814 -7.798 11.426 -0.55
O -12.767 -7.741 11.979 0.17
O -14.918 -8.342 11.975 0.07
F -16.091 -6.228 10.148 0.08
H -15.858 -9.422 10.416 0.14
H -16.904 -8.307 11.341 0.14
H -15.533 -7.746 8.902 0.17
C -11.868 1.803 13.688 -0.02
C -10.672 0.992 14.219 -0.28
O -10.572 1.378 15.572 0.14
C -11.586 2.229 15.874 -0.59
O -11.805 2.595 16.983 0.17
O -12.282 2.597 14.800 0.09
F -9.571 1.328 13.487 0.07
H -12.694 1.145 13.421 0.13
H -11.557 2.403 12.838 0.12
H -10.777 -0.087 14.142 0.15
C -15.571 -1.042 16.871 -0.03
C -14.176 -0.934 16.220 -0.28
O -14.056 0.393 15.851 0.12
C -15.296 0.985 15.832 -0.55
O -15.492 2.061 15.413 0.22
O -16.206 0.135 16.330 0.06
F -14.103 -1.717 15.085 0.05
H -15.647 -1.006 17.956 0.14
H -16.124 -1.899 16.489 0.10
H -13.395 -1.198 16.935 0.17
C -21.412 -5.055 12.770 -0.06
C -21.048 -6.493 12.361 -0.27
O -20.191 -6.246 11.273 0.13
C -20.380 -5.010 10.762 -0.56
O -19.893 -4.628 9.771 0.21
O -21.013 -4.233 11.679 0.05
F -22.196 -7.070 11.891 0.06
H -20.950 -4.640 13.674 0.14
H -22.482 -4.940 12.957 0.14
H -20.602 -7.084 13.151 0.17
C -20.027 -0.195 18.025 -0.02
C -19.744 -1.290 19.034 -0.30
O -19.341 -2.382 18.211 0.14
C -18.899 -1.883 17.040 -0.57
O -18.382 -2.539 16.195 0.16
O -19.105 -0.558 16.976 0.07
F -20.841 -1.663 19.721 0.09
H -19.842 0.793 18.432 0.15
H -21.010 -0.249 17.560 0.15
H -18.913 -1.066 19.702 0.17
C -15.918 -5.153 16.476 -0.04
C -14.917 -6.275 16.311 -0.31
O -15.530 -7.063 15.320 0.15
C -16.135 -6.200 14.461 -0.53
O -16.561 -6.449 13.382 0.18
O -16.413 -5.045 15.126 0.05
F -14.748 -6.947 17.489 0.07
H -15.596 -4.219 16.928 0.13
H -16.790 -5.430 17.080 0.15
H -13.921 -5.926 16.021 0.17
C -13.183 -3.915 12.958 -0.04
C -12.210 -4.730 12.122 -0.27
O -11.113 -3.869 11.934 0.15
C -11.541 -2.595 12.152 -0.56
O -10.833 -1.664 12.047 0.19
O -12.776 -2.580 12.653 0.06
F -12.799 -4.925 10.890 0.06
H -13.007 -4.032 14.031 0.14
H -14.208 -4.120 12.656 0.13
H -11.911 -5.718 12.456 0.15
```

=====

Among the records above, which one has the highest molecular weight?
C45H47F8N3O33S

=====

Among the records above, which one has the highest molecular weight?
C45H47F8N3O33S

=====

The lowest molecular weight belongs to which entry?
C2H6N4S2

=====

Look up the molecular weight of the first one.
962.602 g/mol